No. 1
Below is a 17-piece molecular cluster, H35O17 overall at a distorted geometry, with properties calculated with wB97M-V/def2-TZVPD.

Structure (XYZ):
```
52
Properties=species:S:1:pos:R:3:lowdin_charge:R:1
O -1.708 3.940 0.871 -0.05
H -0.973 4.218 0.292 0.05
H -2.072 4.817 1.064 0.06
O 2.315 -1.188 2.338 -0.06
H 1.716 -0.769 1.695 0.03
H 2.839 -1.794 1.806 0.05
O -2.005 -0.919 3.286 -0.03
H -1.251 -0.456 3.652 0.01
H -2.467 -0.229 2.808 0.01
O -3.257 0.378 0.579 -0.09
H -3.347 -0.656 0.400 0.03
H -3.050 2.809 -1.425 0.10
O -3.621 -1.817 -0.380 -0.03
H -3.299 1.264 -0.618 0.13
O 3.905 1.330 2.532 -0.07
H 4.799 1.536 2.875 0.07
H 3.898 0.351 2.600 0.04
O 1.710 -0.182 -2.521 -0.06
H 2.251 -0.449 -1.770 0.02
H 1.995 0.691 -2.805 0.06
O -3.580 2.294 -0.802 0.17
H -3.009 -2.562 -0.595 0.03
H -3.484 2.811 0.031 0.13
O 1.023 -0.782 5.026 -0.05
H 1.352 1.650 1.157 0.06
H 1.002 -1.354 4.245 0.01
O 4.000 -1.587 -1.199 -0.05
H 4.746 -1.707 -0.619 0.04
H 3.992 -2.116 -2.020 0.07
O 1.371 -1.906 -4.117 -0.06
H 0.957 -2.746 -4.295 0.04
H 1.178 -1.202 -4.728 0.03
O -0.035 -3.693 -0.201 -0.05
H -0.262 -2.765 -0.363 0.03
H -0.567 -3.819 0.605 0.06
O 2.123 4.781 -0.564 -0.09
H 2.407 3.975 -1.099 0.06
H 2.614 4.669 0.264 0.03
O -0.444 0.203 -0.586 -0.08
H 0.357 0.361 -1.121 0.00
H 2.742 1.073 1.099 0.01
O -1.706 1.977 -2.668 -0.03
H -1.451 2.020 -3.593 0.07
H -0.847 1.813 -2.261 0.03
O 1.850 0.951 0.718 -0.07
H -2.266 0.424 0.649 0.06
H -0.901 -0.302 -1.291 0.06
O -2.779 -4.214 -0.873 -0.04
H -1.834 -4.447 -0.981 0.05
H -3.230 -4.416 -1.693 0.07
H -4.405 -2.302 -0.058 0.11
H 0.711 0.042 4.653 0.02
```

Summary:
ΔE to the lowest compared entry with this formula, charge and spin   69.94 kcal per mole
M   307.3 g mol⁻¹
Total charge   +1
Electronic energy   -35369.291 eV

***

No. 2
Below is C23H21BrClIN4O2PtS as an isolated structure at a distorted geometry, with properties calculated with wB97M-V/def2-TZVPD.

Structure (XYZ):
```
55
Properties=species:S:1:pos:R:3:lowdin_charge:R:1
Pt -0.374 1.368 0.395 1.11
C 3.896 -1.454 2.639 -0.07
C 2.570 -1.476 3.380 -0.23
N 2.019 -0.128 3.568 0.02
C 1.175 0.491 2.759 -0.67
S 0.460 -0.390 1.414 0.69
N 0.791 1.723 3.039 0.05
N 0.052 2.275 2.053 -0.21
C -0.600 3.388 2.296 -0.20
C -0.711 3.992 3.644 0.01
C -1.182 4.011 1.099 -0.19
C -1.848 5.224 1.125 0.04
C -2.333 5.746 -0.066 0.01
C -2.119 5.055 -1.247 0.00
C -1.432 3.852 -1.204 -0.08
N -0.980 3.341 -0.064 -0.05
H 4.263 -2.472 2.508 0.09
H 4.648 -0.895 3.196 0.08
H 3.787 -0.997 1.654 0.07
H 2.676 -1.913 4.371 0.13
H 1.831 -2.074 2.848 0.08
H 2.399 0.442 4.311 0.16
H -0.400 3.287 4.406 0.09
H -1.743 4.297 3.817 0.11
H -0.081 4.883 3.721 0.12
H -1.981 5.753 2.057 0.13
H -2.868 6.686 -0.068 0.13
H -2.471 5.440 -2.194 0.13
H -1.210 3.297 -2.106 0.13
Cl -3.098 -0.437 -6.326 0.82
C -2.279 -0.134 -4.871 -0.63
C -0.886 -0.181 -4.832 -0.05
C -0.230 0.047 -3.646 0.00
C -0.950 0.338 -2.454 -0.36
O -0.261 0.399 -1.357 -0.37
C -2.378 0.432 -2.525 -0.10
C -3.215 0.774 -1.366 -0.15
O -2.786 1.174 -0.304 -0.01
C -3.015 0.175 -3.717 -0.02
H -0.335 -0.398 -5.737 0.13
H 0.850 0.014 -3.586 0.12
H -4.302 0.665 -1.508 0.15
H -4.096 0.221 -3.776 0.13
Br -1.422 -4.532 -0.069 0.76
C 0.343 -5.110 -0.389 -0.74
C 0.656 -6.432 -0.110 -0.11
C 1.946 -6.899 -0.319 -0.04
C 2.930 -6.057 -0.819 -0.06
C 2.629 -4.737 -1.100 -0.15
C 1.334 -4.265 -0.887 -0.71
I 0.946 -2.287 -1.347 1.24
H -0.113 -7.091 0.266 0.11
H 2.180 -7.928 -0.083 0.12
H 3.930 -6.427 -0.995 0.12
H 3.388 -4.075 -1.495 0.10
```

Summary:
ΔE to the lowest compared entry with this formula, charge and spin   0.00 kcal per mole
M   854.9 g mol⁻¹
Total charge   +2
Electronic energy   -138977.801 eV

***

No. 3
Below is an isolated ion of composition C22H42BF4N4O8S and charge +1 at a distorted geometry, with properties calculated with wB97M-V/def2-TZVPD.

Structure (XYZ):
```
82
Properties=species:S:1:pos:R:3:lowdin_charge:R:1
C 1.140 -1.632 4.875 -0.04
C 0.303 -0.377 4.772 -0.16
O -0.051 -0.134 3.368 0.10
B -0.224 1.141 3.013 -0.73
O -1.103 2.000 3.590 0.23
N 0.544 1.769 1.755 -0.02
S 1.292 3.190 2.518 0.70
O 0.416 4.279 2.383 -0.13
O 1.697 2.698 3.783 -0.16
F 2.517 3.372 1.636 -0.05
C -0.571 2.140 0.788 -0.02
C -0.258 2.074 -0.705 -0.27
C -1.702 2.113 -1.349 -0.09
C -2.405 0.761 -1.401 -0.17
C -3.804 0.941 -2.058 -0.14
C -4.143 -0.116 -3.110 -0.25
O -5.427 -0.660 -2.791 -0.07
C 0.414 3.386 -1.162 -0.54
F 1.719 3.425 -0.810 0.14
F 0.361 3.564 -2.487 0.16
F -0.188 4.442 -0.594 0.17
N 0.436 0.861 -1.074 0.00
C 0.823 0.680 -2.457 -0.11
C 2.229 1.171 -2.847 -0.16
O 2.813 0.189 -3.700 -0.04
C 4.190 0.248 -3.717 -0.53
C 4.774 0.988 -4.876 0.03
O 4.826 -0.293 -2.879 0.16
C 0.974 -0.015 -0.045 -0.41
N 2.160 -0.714 -0.533 0.16
C -0.036 -1.047 0.502 -0.10
C -0.557 -2.031 -0.560 -0.17
C -2.007 -2.505 -0.303 -0.20
C -2.075 -3.962 0.177 -0.19
C -3.335 -4.264 1.028 -0.28
N -3.079 -4.792 2.368 -0.01
C 1.577 0.873 1.086 -0.16
C 2.586 0.223 2.032 -0.09
C 4.026 0.414 1.593 -0.24
O 4.706 -0.516 1.301 0.11
H 1.933 -1.640 4.134 0.07
H 0.528 -2.525 4.786 0.09
H 1.620 -1.636 5.852 0.10
H -0.608 -0.510 5.351 0.13
H 0.852 0.473 5.171 0.12
H -1.946 1.552 3.740 0.16
H -1.042 3.069 1.079 0.14
H -1.330 1.372 0.924 0.13
H -2.316 2.761 -0.721 0.14
H -1.668 2.503 -2.360 0.13
H -1.850 0.079 -2.036 0.09
H -2.589 0.352 -0.410 0.10
H -4.585 0.928 -1.302 0.12
H -3.841 1.918 -2.539 0.11
H -4.222 0.346 -4.096 0.12
H -3.389 -0.904 -3.152 0.10
H -5.499 -1.539 -3.172 0.09
H 0.781 -0.366 -2.756 0.12
H 0.108 1.182 -3.108 0.13
H 2.821 1.263 -1.937 0.11
H 2.210 2.145 -3.337 0.12
H 4.135 1.832 -5.127 0.09
H 5.778 1.305 -4.621 0.09
H 4.802 0.304 -5.723 0.10
H 1.967 -1.181 -1.413 0.10
H 2.381 -1.484 0.088 0.11
H -0.901 -0.587 0.985 0.09
H 0.455 -1.628 1.283 0.12
H 0.065 -2.925 -0.502 0.11
H -0.433 -1.654 -1.573 0.09
H -2.531 -2.460 -1.256 0.11
H -2.491 -1.884 0.449 0.09
H -2.100 -4.629 -0.685 0.11
H -1.195 -4.237 0.760 0.10
H -3.930 -3.357 1.134 0.10
H -3.961 -4.999 0.528 0.11
H -2.428 -4.200 2.866 0.05
H -2.705 -5.729 2.318 0.07
H 2.170 1.556 0.477 0.13
H 2.429 -0.843 2.165 0.11
H 2.535 0.654 3.034 0.12
H 4.431 1.438 1.593 0.13
```

Summary:
M   609.5 g mol⁻¹
Total charge   +1
Electronic energy   -68211.312 eV